(1)
A structure of composition C27H27CaN5O2PS2, computed with wB97M-V/def2-TZVPD.

Positions of all 65 atoms, in Å:
Ca  0.380  -0.621  0.061
C  -2.094  -0.081  -4.407
C  -1.196  -0.421  -3.390
N  -0.836  0.401  -2.427
C  -1.350  1.643  -2.425
C  -2.242  2.098  -3.431
C  -2.614  1.188  -4.435
C  -2.739  3.429  -3.413
C  -2.400  4.279  -2.411
C  -1.537  3.854  -1.366
C  -1.199  4.707  -0.300
C  -0.339  4.256  0.669
C  0.176  2.960  0.560
N  -0.140  2.128  -0.409
C  -0.984  2.546  -1.365
H  -2.360  -0.811  -5.155
H  -0.755  -1.407  -3.362
H  -3.306  1.503  -5.205
H  -3.397  3.737  -4.212
H  -2.780  5.289  -2.381
H  -1.624  5.700  -0.259
H  -0.057  4.879  1.504
H  0.869  2.589  1.305
C  -3.844  0.321  3.793
C  -4.237  -0.883  3.227
C  -3.515  -1.452  2.201
C  -2.360  -0.816  1.702
C  -1.981  0.409  2.279
C  -2.708  0.960  3.311
N  -1.576  -1.321  0.707
N  -1.991  -2.429  0.138
C  -1.224  -2.974  -0.816
C  -1.713  -4.150  -1.440
C  -0.987  -4.747  -2.435
C  0.237  -4.181  -2.812
C  0.653  -3.039  -2.156
N  -0.040  -2.436  -1.200
H  -4.407  0.750  4.607
H  -5.117  -1.383  3.602
H  -3.811  -2.400  1.781
H  -1.091  0.903  1.907
H  -2.387  1.892  3.754
H  -2.658  -4.551  -1.114
H  -1.345  -5.641  -2.927
H  0.837  -4.628  -3.588
H  1.595  -2.571  -2.425
C  3.789  -0.399  5.224
C  4.493  -0.465  3.880
O  3.884  -1.447  3.041
P  3.029  -1.054  1.756
S  2.426  -2.729  0.917
S  1.736  0.400  2.209
O  4.228  -0.342  0.885
C  4.028  0.093  -0.442
C  4.959  -0.668  -1.368
H  4.285  0.329  5.864
H  3.807  -1.377  5.703
H  2.752  -0.100  5.084
H  5.535  -0.775  3.995
H  4.464  0.509  3.383
H  4.241  1.169  -0.471
H  2.976  -0.064  -0.749
H  5.983  -0.563  -1.018
H  4.882  -0.269  -2.376
H  4.700  -1.725  -1.358

## Properties
F_max   2.162 eV/A
E   -89386.4344 eV
Expectation value of S²   0.77
E_LUMO (alpha / beta)   -0.463 / -0.480 eV
HOMO (alpha / beta)   -0.225 / -0.285 hartree
Multiplicity   2
Charge   0
Gap between HOMO and LUMO (alpha / beta)   5.66 / 7.29 eV

(2)
A structure of composition C27H27Cl5FFeN7O4, computed with wB97M-V/def2-TZVPD.

Positions of all 72 atoms, in Å:
Fe  0.329  0.490  -0.325
C  -1.901  -0.345  3.540
C  -1.328  0.015  2.196
N  -0.098  0.245  1.976
C  0.853  0.081  3.070
C  2.103  0.934  2.876
N  2.629  0.738  1.554
C  3.271  1.863  0.910
C  3.299  1.657  -0.610
N  2.289  0.681  -1.042
C  2.244  0.630  -2.514
C  1.125  -0.291  -2.981
N  -0.035  -0.068  -2.130
C  -1.232  -0.382  -2.434
C  -1.673  -0.898  -3.763
C  -2.183  -0.203  -1.310
C  -3.554  -0.394  -1.362
C  -4.275  -0.309  -0.181
C  -3.605  -0.125  1.017
C  -2.222  0.030  1.001
N  -1.565  0.077  -0.154
H  -1.347  -1.182  3.967
H  -2.951  -0.622  3.485
H  -1.817  0.502  4.225
H  1.121  -0.982  3.090
H  0.408  0.319  4.040
H  2.811  0.710  3.687
H  1.826  1.983  2.975
H  3.099  -0.148  1.421
H  4.291  2.068  1.264
H  2.672  2.744  1.144
H  4.288  1.312  -0.933
H  3.108  2.605  -1.119
H  2.609  -0.233  -0.707
H  3.204  0.304  -2.929
H  2.057  1.641  -2.876
H  1.419  -1.338  -2.849
H  0.903  -0.123  -4.036
H  -0.897  -1.503  -4.228
H  -1.891  -0.058  -4.429
H  -2.569  -1.509  -3.676
H  -4.044  -0.617  -2.298
H  -5.347  -0.444  -0.186
H  -4.152  -0.126  1.947
F  -2.900  -3.825  -1.697
C  -2.225  -3.754  -0.540
C  -0.901  -3.912  -0.501
N  -0.180  -3.858  0.670
C  1.265  -3.688  0.584
C  1.642  -2.258  0.172
O  2.848  -1.999  0.060
O  0.653  -1.501  -0.029
C  -0.789  -3.485  1.849
O  -0.187  -3.264  2.879
N  -2.171  -3.428  1.789
C  -2.994  -3.504  0.669
O  -4.194  -3.368  0.746
H  -0.332  -4.096  -1.402
H  1.668  -4.395  -0.140
H  1.704  -3.907  1.554
H  -2.630  -3.226  2.666
Cl  -0.456  2.548  -3.361
C  0.206  3.273  -1.894
C  0.095  2.625  -0.652
C  0.280  3.546  0.389
Cl  -0.287  3.167  2.003
C  0.823  4.826  0.258
Cl  1.161  5.818  1.631
C  1.112  5.317  -1.008
Cl  1.840  6.862  -1.217
C  0.734  4.550  -2.103
Cl  0.942  5.210  -3.685

## Properties
F_max   0.296 eV/A
E   -146777.1682 eV
E_LUMO   -0.447 eV
HOMO   -0.294 hartree
Energy relative to the best compared isomer or geometry (same formula, charge and spin)   31.7 kJ/mol
Charge   0
Gap between HOMO and LUMO   7.55 eV

- Number 1 is which compound?
  C27H27CaN5O2PS2

- What is the F_max in the first record?
  2.162 eV/A